# 1
Here is C31H37HfN5O4S as an isolated structure at a distorted geometry from OMol25. Energies are from ωB97M-V with the def2-TZVPD basis set.

Geometry as ORCA input:
```
! RIJCOSX wB97M-V def2-TZVPD def2/J DEFGRID3
* xyz 2 1
Hf 0.185 0.343 1.042
C -1.438 4.231 -0.659
O -2.110 3.332 -1.531
C -2.908 2.375 -0.959
C -4.213 2.251 -1.409
C -5.044 1.245 -0.920
C -4.565 0.362 0.017
C -3.242 0.450 0.490
C -2.802 -0.414 1.538
N -1.564 -0.430 1.927
N -1.228 -1.154 3.031
C -0.030 -0.878 3.472
O 0.719 0.031 2.900
C 0.470 -1.641 4.613
C 1.826 -1.625 4.956
C 2.283 -2.385 6.015
C 1.397 -3.158 6.752
C 0.050 -3.173 6.421
C -0.416 -2.417 5.365
C -2.383 1.473 0.003
O -1.133 1.643 0.428
H -1.742 4.093 0.378
H -1.690 5.244 -0.975
H -0.360 4.080 -0.755
H -4.572 2.949 -2.149
H -6.066 1.177 -1.256
H -5.199 -0.414 0.415
H -3.536 -1.025 2.061
H 2.520 -1.017 4.392
H 3.330 -2.359 6.275
H 1.750 -3.731 7.593
H -0.645 -3.761 6.998
H -1.463 -2.400 5.110
N 2.566 0.021 1.009
C 3.301 1.299 1.012
C 2.569 2.287 1.917
N 1.192 2.440 1.417
H 2.664 -0.398 1.938
H 3.006 -0.622 0.351
H 3.332 1.690 -0.011
H 4.331 1.183 1.365
H 3.113 3.239 1.937
H 2.522 1.898 2.939
H 1.191 3.039 0.586
H 0.624 2.927 2.114
N 0.502 -0.056 -1.034
S -0.219 0.943 -2.104
C -1.009 -0.173 -3.288
C -0.262 -1.010 -4.103
C -0.922 -1.861 -4.973
C -2.309 -1.868 -5.024
C -3.045 -1.019 -4.213
C -2.394 -0.167 -3.337
C 1.092 1.528 -3.204
C 0.703 2.300 -4.287
C 1.672 2.793 -5.146
C 3.011 2.531 -4.905
C 3.390 1.771 -3.809
C 2.426 1.266 -2.951
H 1.002 -0.789 -1.535
H 0.818 -0.984 -4.076
H -0.353 -2.506 -5.624
H -2.815 -2.527 -5.709
H -4.122 -1.005 -4.269
H -2.946 0.512 -2.707
H -0.343 2.505 -4.450
H 1.379 3.382 -6.001
H 3.765 2.925 -5.567
H 4.432 1.571 -3.621
H 2.706 0.665 -2.096
C 1.263 -4.412 0.857
C 0.600 -3.295 1.645
O 0.343 -2.135 0.802
H 1.444 -5.261 1.511
H 2.216 -4.092 0.440
H 0.614 -4.745 0.050
H 1.249 -2.953 2.452
H -0.343 -3.637 2.086
H -0.133 -2.499 0.039
*
```

The LUMO energy comes out at -5.7124 eV. Its HOMO energy is -13.368 eV. Its relative energy (zero: lowest compared OMol25 entry of this formula, charge and spin) is 73.0 kJ/mol. The calculation puts the HOMO-LUMO gap at 7.66 eV. For the max |F|, the calculation gives 3.13 eV/Å.

***

# 2
Here is C31H37IIrN2O6P2S3 as an isolated structure at a distorted geometry from OMol25. Energies are from ωB97M-V with the def2-TZVPD basis set.

Geometry as ORCA input:
```
! RIJCOSX wB97M-V def2-TZVPD def2/J DEFGRID3
* xyz 1 1
Ir 1.476 0.156 -0.001
O 1.829 2.195 1.014
S 2.282 2.882 -0.214
O 3.623 3.389 -0.182
O 2.026 2.001 -1.384
C 1.117 4.208 -0.332
C 1.422 5.549 -0.224
C 0.385 6.471 -0.223
C -0.928 6.035 -0.345
C -1.219 4.681 -0.437
C -0.185 3.748 -0.418
P -0.513 1.934 -0.442
C -1.410 1.764 -2.010
C -2.445 0.848 -2.196
C -3.073 0.758 -3.426
C -2.655 1.551 -4.485
C -1.597 2.432 -4.315
C -0.965 2.526 -3.090
C -1.722 1.863 0.923
C -1.165 1.794 2.199
C -1.975 1.777 3.319
C -3.353 1.818 3.171
C -3.908 1.885 1.903
C -3.103 1.916 0.777
H 2.450 5.854 -0.122
H 0.595 7.522 -0.101
H -1.730 6.759 -0.355
H -2.245 4.351 -0.515
H -2.754 0.205 -1.383
H -3.887 0.060 -3.559
H -3.144 1.466 -5.445
H -1.265 3.044 -5.140
H -0.117 3.183 -2.955
H -0.089 1.767 2.298
H -1.532 1.724 4.303
H -3.988 1.809 4.045
H -4.981 1.925 1.787
H -3.546 2.009 -0.204
N 4.844 1.080 -1.543
C 4.701 1.124 -0.218
O 3.822 0.491 0.364
C 5.743 1.838 0.613
I 6.646 3.503 -0.351
H 4.050 0.754 -2.078
H 5.476 1.720 -2.004
H 6.546 1.155 0.890
H 5.255 2.214 1.509
C 3.833 -4.300 -0.930
C 3.216 -3.626 -1.971
C 2.627 -2.401 -1.710
N 2.620 -1.853 -0.499
C 3.237 -2.481 0.497
C 3.854 -3.710 0.324
H 4.295 -5.261 -1.094
H 3.184 -4.038 -2.966
H 2.125 -1.847 -2.489
H 3.238 -1.983 1.456
H 4.338 -4.193 1.158
C -2.965 -1.908 3.064
C -3.461 -1.793 1.638
C -4.051 -3.090 1.109
O -2.416 -1.318 0.751
P -0.950 -1.856 0.576
S -0.351 -1.375 -1.295
S 0.371 -1.109 1.959
O -1.122 -3.418 0.781
C -0.065 -4.383 0.619
C -0.251 -5.090 -0.713
C -0.168 -5.337 1.800
H -3.803 -2.128 3.720
H -2.509 -0.970 3.370
H -2.229 -2.704 3.148
H -4.202 -0.986 1.569
H -3.381 -3.924 1.296
H -4.217 -3.012 0.037
H -5.003 -3.288 1.594
H 0.902 -3.863 0.629
H -1.225 -5.570 -0.751
H 0.526 -5.839 -0.833
H -0.194 -4.372 -1.528
H -1.150 -5.803 1.797
H -0.037 -4.800 2.737
H 0.593 -6.109 1.727
*
```

The LUMO energy (alpha / beta) comes out at -3.7844 / -3.9349 eV. Its HOMO energy (alpha / beta) is -10.614 / -10.778 eV. The calculation puts the HOMO-LUMO gap (alpha / beta) at 6.83 / 6.84 eV. For the max |F|, the calculation gives 5.71 eV/Å.

***

# 3
Here is a 4-piece molecular cluster, C31H37IN3O16 overall at a distorted geometry from OMol25. Energies are from ωB97M-V with the def2-TZVPD basis set.

Geometry as ORCA input:
```
! RIJCOSX wB97M-V def2-TZVPD def2/J DEFGRID3
* xyz 1 1
C 1.913 -1.071 1.597
N 1.455 0.058 2.410
C 2.509 0.914 3.023
C 3.935 0.715 2.530
C 4.233 1.220 1.114
C 5.581 0.656 0.664
O 5.411 -0.714 0.279
C 6.085 -1.595 1.061
O 5.589 -2.599 1.359
C 0.412 0.774 1.829
N -0.832 0.614 2.288
C -1.839 0.022 1.361
C -1.389 -1.129 0.490
O -1.331 -2.350 1.253
C -0.959 -3.395 0.476
O -1.515 -3.743 -0.470
N 0.694 1.638 0.912
C -0.248 2.534 0.253
C 0.310 3.947 0.098
C 1.596 3.991 -0.719
I 2.235 6.062 -0.787
H 2.236 -0.817 0.584
H 2.664 -1.659 2.103
H 1.071 -1.753 1.482
H 2.504 0.713 4.095
H 2.281 1.977 2.928
H 4.291 -0.306 2.634
H 4.574 1.294 3.197
H 3.512 0.898 0.355
H 4.286 2.308 1.052
H 6.246 0.719 1.528
H 6.020 1.234 -0.144
H 7.111 -1.374 1.383
H -0.780 0.053 3.135
H -2.705 -0.304 1.927
H -2.212 0.788 0.687
H -0.476 -0.949 -0.085
H -2.180 -1.294 -0.243
H -0.090 -3.988 0.791
H 1.664 1.713 0.626
H -1.163 2.625 0.825
H -0.522 2.127 -0.723
H -0.443 4.512 -0.450
H 0.409 4.449 1.056
H 2.406 3.469 -0.214
H 1.428 3.657 -1.733
C -0.082 2.669 -6.928
C 0.484 2.505 -5.727
C -0.178 2.989 -4.472
O 0.383 2.791 -3.401
C -1.451 3.673 -4.583
C -2.022 3.843 -5.785
C -1.375 3.337 -7.043
O -1.948 3.505 -8.098
O -3.181 4.462 -5.937
O 1.665 1.904 -5.574
H 0.384 2.323 -7.839
H -1.909 4.031 -3.672
H -3.373 4.451 -6.897
H 1.850 1.911 -4.616
C 2.250 -3.256 6.095
C 1.349 -2.280 5.934
C 0.068 -2.512 5.195
O -0.734 -1.597 5.083
C -0.174 -3.820 4.625
C 0.722 -4.805 4.777
C 1.997 -4.587 5.542
O 2.767 -5.517 5.665
O 0.542 -6.015 4.268
O 1.533 -1.048 6.418
H 3.178 -3.105 6.628
H -1.099 -3.955 4.082
H 1.330 -6.537 4.522
H 0.734 -0.543 6.172
C -4.998 -1.940 -4.197
C -4.409 -2.115 -3.009
C -5.094 -1.733 -1.730
O -4.507 -1.952 -0.684
C -6.415 -1.130 -1.803
C -7.004 -0.949 -2.993
C -6.335 -1.358 -4.273
O -6.927 -1.184 -5.319
O -8.207 -0.403 -3.114
O -3.181 -2.633 -2.897
H -4.519 -2.212 -5.127
H -6.889 -0.846 -0.874
H -8.404 -0.390 -4.072
H -2.961 -2.651 -1.945
*
```

The LUMO energy comes out at -3.6906 eV. Its HOMO energy is -11.433 eV. The calculation puts the HOMO-LUMO gap at 7.74 eV. For the max |F|, the calculation gives 4.56 eV/Å.